# 1
This record from the OMol25 dataset describes a molecular structure, C20H32N2OS. The level of theory is ωB97M-V/def2-TZVPD.

## Properties
HOMO level in hartree: -0.3029
Energy above the lowest of the compared OMol25 structures with the same formula, charge and spin in eV: 20.748
Kohn-Sham gap in eV: 8.3
F_max in eV/A: 16.7
Energy in eV: -37102.91081

Positions of all 56 atoms, in Å:
H  -4.06  -1.05  -2.05
C  -0.57  4.42  0.33
C  -2.22  1.03  1.07
H  -6.42  -2.00  -1.36
H  4.68  -1.58  -1.36
C  -0.61  -1.16  -0.31
H  -3.14  -1.79  0.12
H  -5.14  0.15  -1.12
C  -1.34  0.38  1.98
H  -1.28  0.46  2.84
H  -1.64  3.97  -1.20
H  0.09  -1.61  -1.27
C  0.11  0.27  1.42
H  3.36  -4.01  1.30
H  -6.25  -1.59  0.46
C  -5.74  -1.92  -0.60
N  0.44  -0.31  0.20
H  -1.83  1.83  0.82
C  4.82  -1.27  -0.18
S  2.82  1.93  -1.38
H  1.24  0.53  -2.05
C  -0.59  3.83  -0.74
H  5.11  -3.72  1.03
H  2.35  -2.09  -1.03
C  0.51  4.05  1.48
C  -4.56  -0.89  -0.99
H  0.66  4.46  2.28
C  -3.49  -0.76  0.08
H  4.72  -0.30  -0.35
O  1.06  0.73  2.19
H  -1.35  4.76  1.09
C  1.39  2.93  -0.40
C  4.02  -3.39  0.84
H  -3.14  1.21  1.48
C  2.03  0.24  -1.37
H  2.72  -0.23  -1.96
H  -4.27  -0.59  1.11
C  1.62  3.41  0.80
H  2.48  3.06  1.19
H  -1.70  -0.76  1.96
H  -5.28  -2.99  -0.51
H  0.35  2.93  -2.36
N  -2.64  0.19  -0.16
C  2.35  -1.98  -0.09
C  1.89  -0.56  -0.04
H  1.68  -2.49  0.59
H  4.00  -1.58  1.43
H  4.02  -3.90  -0.44
C  0.39  2.92  -1.31
H  -2.12  -0.67  -1.87
H  -1.14  0.93  -1.47
H  2.43  0.21  0.70
H  5.81  -1.39  -0.04
C  -1.60  -0.28  -1.20
H  -0.85  -1.98  0.15
C  3.83  -1.98  0.28



# 2
This record from the OMol25 dataset describes a molecular structure, C22H23BrN5O2RuS3. The level of theory is ωB97M-V/def2-TZVPD.

## Properties
Multiplicity: 2
HOMO level (alpha / beta) in hartree: -0.2792 / -0.2771
Energy above the lowest of the compared OMol25 structures with the same formula, charge and spin in eV: 2.258
Kohn-Sham gap (alpha / beta) in eV: 6.8 / 6.8
F_max in eV/A: 2.1
Energy in eV: -139862.07859

Positions of all 57 atoms, in Å:
C  1.87  0.48  1.22
H  2.79  3.23  -3.09
N  -2.78  0.22  -5.36
H  1.41  1.42  1.48
H  -2.54  -3.61  3.58
C  -2.76  -0.46  -1.94
H  3.04  2.77  -0.73
H  0.14  -1.09  4.44
H  -0.60  1.96  -3.46
S  -1.02  2.14  -0.45
C  -0.84  -1.72  2.65
H  -1.31  -4.19  -1.17
H  1.96  4.53  -2.21
Br  4.08  -2.49  3.00
C  1.82  3.66  -2.84
N  1.22  3.60  -0.10
N  -5.85  1.15  -2.30
C  -1.39  -2.85  1.93
H  2.66  0.11  3.17
H  0.29  0.72  -2.59
H  3.50  -2.76  0.09
O  -0.04  -2.29  0.05
C  0.39  1.67  -3.09
H  2.20  -1.33  -1.46
H  -2.91  -5.75  -0.10
H  1.34  3.98  -3.77
C  0.50  2.83  -0.95
H  1.03  5.20  1.22
C  0.61  4.20  1.09
S  -1.28  -1.26  -2.30
H  1.07  1.55  -3.93
N  0.95  2.68  -2.19
H  3.14  4.50  -0.31
C  2.58  -0.24  2.15
C  -4.84  0.67  -2.56
C  -2.26  -3.76  2.54
C  -2.80  -4.81  1.83
C  -1.57  -4.09  -0.13
C  2.68  3.54  -0.06
H  -0.46  4.28  0.97
C  3.05  -1.84  0.43
C  -0.55  -1.87  4.13
C  -0.99  -3.03  0.59
N  1.71  0.09  -0.06
C  -3.15  0.13  -4.27
C  -3.58  0.06  -2.90
O  -0.59  -0.64  2.12
C  3.16  -1.43  1.75
S  -3.04  -0.39  -0.25
C  2.32  -1.04  -0.43
H  2.99  3.28  0.95
H  -1.48  -1.76  4.69
H  -3.49  -5.50  2.30
C  -2.46  -4.95  0.48
H  -0.14  -2.86  4.33
H  0.82  3.62  1.99
Ru  -0.59  -0.28  -0.16



# 3
This record from the OMol25 dataset describes C4H4N4O2S in the gas phase. The level of theory is ωB97M-V/def2-TZVPD.

## Properties
HOMO level in hartree: -0.3588
Energy above the lowest of the compared OMol25 structures with the same formula, charge and spin in eV: 0.752
SMILES: N#Cc1nccn1S(N)(=O)=O
Kohn-Sham gap in eV: 9.8
F_max in eV/A: 2.9
Energy in eV: -25101.48993

Positions of all 15 atoms, in Å:
H  2.19  1.80  -0.17
C  -1.07  -1.39  -0.35
C  -1.04  -2.34  0.69
C  0.27  -0.77  1.35
O  -0.56  1.07  -2.01
C  1.23  -0.06  2.02
H  1.95  1.66  -1.64
N  -0.16  -1.96  1.64
N  1.69  1.15  -0.79
N  2.11  0.46  2.52
O  -0.35  2.26  0.12
N  -0.27  -0.34  0.15
S  0.04  1.18  -0.71
H  -1.69  -1.07  -1.16
H  -1.36  -3.38  0.56



# 4
This record from the OMol25 dataset describes CH2N2O3Si in the gas phase. The level of theory is ωB97M-V/def2-TZVPD.

## Properties
HOMO level in hartree: -0.4232
Energy above the lowest of the compared OMol25 structures with the same formula, charge and spin in eV: 1.315
SMILES: N#C[Si@@H](O)[N+](=O)[O-]
Kohn-Sham gap in eV: 10.8
F_max in eV/A: 3.9
Energy in eV: -18067.00584

Positions of all 9 atoms, in Å:
N  0.36  -1.45  -0.04
H  0.08  0.57  -2.00
O  1.19  0.96  0.51
H  1.73  1.77  0.62
N  -2.72  0.97  0.93
Si  0.17  0.30  -0.52
O  0.17  -1.66  1.11
C  -1.84  0.80  0.21
O  0.85  -2.26  -0.81



# 5
This record from the OMol25 dataset describes 2 unconnected molecules or ions with the total composition C6H12N3O. The level of theory is ωB97M-V/def2-TZVPD.

## Properties
HOMO level (alpha / beta) in hartree: -0.4938 / -0.4938
Energy above the lowest of the compared OMol25 structures with the same formula, charge and spin in eV: 4.492
Kohn-Sham gap (alpha / beta) in eV: 7.6 / 7.6
F_max in eV/A: 4.1
Energy in eV: -12925.02512
Charge: +1

Positions of all 22 atoms, in Å:
C  2.87  -0.05  -0.68
H  3.24  1.87  -3.06
H  -0.79  -2.55  -0.18
H  -2.82  1.65  2.09
C  0.38  0.25  0.00
C  1.51  0.48  -0.75
H  -3.18  1.05  0.52
H  -1.77  -0.30  1.46
H  0.66  -3.02  0.74
C  0.27  -2.23  0.11
H  0.98  -0.92  1.61
H  1.09  2.37  -2.12
H  -1.82  1.78  0.91
C  0.11  -0.84  0.93
C  1.64  1.53  -1.78
H  0.91  -2.20  -0.73
N  2.92  1.54  -2.16
H  -0.47  0.86  -0.22
O  -1.00  -0.93  1.63
N  -2.55  1.21  1.23
H  3.09  -0.85  -0.12
N  3.65  0.49  -1.56



Question: What is the energy above the lowest of the compared OMol25 structures with the same formula, charge and spin in the second record?
Answer: 2.258 eV



Question: Among the records above, which one has the highest energy?
Answer: C6H12N3O